No. 1
15
Properties=species:S:1:pos:R:3:forces:R:3 method="wB97M-V/def2-TZVPD" relative_energy_kj_mol=273.72 largest_force_ha_per_bohr=0.1049 homo_ev=-9.11 lumo_energy_ev=-0.7
C 0.7495 0.8835 -0.9295 -4.05 1.68 -0.40
C -1.3980 -1.2824 0.7940 4.25 -0.76 2.21
C 0.7544 0.0659 0.2722 1.78 4.04 2.85
C -0.3795 -0.1479 1.1945 -2.48 -0.24 1.81
O 2.1828 1.1673 1.3651 -0.45 -4.71 -2.59
F -1.1794 0.9694 1.3952 0.73 0.35 -0.53
I 0.3258 -0.6742 3.2431 -0.10 0.10 -0.72
H 1.6340 0.9704 -1.4597 1.97 -0.18 -0.54
H 0.0204 0.3522 -1.6098 0.42 0.60 0.26
H 0.3400 1.9645 -0.7854 0.54 -2.04 -0.02
H -2.2729 -1.3560 1.3764 -0.68 0.43 1.22
H -0.7563 -2.1942 1.0224 -1.27 0.56 -1.21
H -1.6907 -1.0625 -0.1589 -0.54 -0.15 -2.94
H 1.3716 -0.7402 0.2685 1.75 -2.38 -0.13
H 1.7500 1.9365 1.5938 -1.88 2.71 0.72

---

No. 2
15
Properties=species:S:1:pos:R:3:forces:R:3 method="wB97M-V/def2-TZVPD" relative_energy_kj_mol=137.16 largest_force_ha_per_bohr=0.0836 smiles="C=C(F)N[C@H](C)O" homo_ev=-8.47 lumo_energy_ev=0.7
C -2.7746 -0.7255 0.5798 -2.89 1.69 -1.06
C -1.8895 0.1022 0.0195 -0.01 -3.07 0.16
F -2.2759 1.2180 -0.5621 0.16 0.96 0.05
N -0.5943 -0.3116 -0.2759 0.25 0.06 0.98
C 0.5155 0.6516 -0.0106 -3.99 -0.14 -1.59
C 1.6528 0.0756 -0.6836 0.47 -1.63 -2.21
O 0.5527 0.8604 1.3470 2.11 1.49 2.27
H -3.8487 -0.4324 0.4137 1.15 0.01 0.42
H -2.7536 -1.7612 0.8168 1.12 -0.44 0.50
H -0.4698 -1.2507 0.1810 0.20 1.43 -0.63
H 0.1256 1.5193 -0.5380 0.33 0.62 0.07
H 1.5937 -1.0095 -0.5212 0.25 0.11 -0.57
H 1.8116 0.3575 -1.7687 -0.63 -0.51 1.28
H 2.4814 0.3554 -0.1777 3.11 1.06 1.45
H 1.2510 1.5424 1.6522 -1.64 -1.64 -1.09

---

No. 3
15
Properties=species:S:1:pos:R:3:forces:R:3 method="wB97M-V/def2-TZVPD" relative_energy_kj_mol=358.76 largest_force_ha_per_bohr=0.0872 homo_ev="-9.44 / -9.44" lumo_energy_ev="-0.1 / -0.1"
C -1.2974 -0.4374 0.1428 0.81 1.69 -0.48
C -0.0083 -0.6763 -0.3876 0.42 -2.12 -2.76
C -1.9064 0.9234 0.1872 0.84 -0.55 -3.04
C 2.0754 -0.2190 0.5170 0.25 -2.27 1.01
N 1.2944 -1.1032 -0.3533 -4.20 1.57 -0.14
O -1.0632 -1.1475 -1.1474 2.58 1.51 1.13
F 0.4757 1.6018 -1.0930 -0.10 -1.60 0.48
H -1.6556 -1.0991 0.8445 -0.61 -1.56 1.68
H -1.8329 1.3851 -0.8550 0.02 -0.40 1.68
H -1.3951 1.4987 0.9108 0.51 0.79 0.62
H -2.8786 0.6971 0.4674 -2.21 0.37 0.56
H 2.9868 -0.8528 0.6277 -0.08 1.46 0.25
H 2.0507 0.6840 -0.0526 0.75 1.29 0.32
H 1.5298 -0.1833 1.4973 0.73 0.30 -0.89
H 1.6247 -1.0714 -1.3057 0.29 -0.48 -0.41

---

No. 4
16
Properties=species:S:1:pos:R:3:forces:R:3 method="wB97M-V/def2-TZVPD" relative_energy_kj_mol=0.00 largest_force_ha_per_bohr=0.0462 spin_multiplicity=6 charge=+1 homo_ev="-11.59 / -15.01" lumo_energy_ev="-3.5 / -5.0"
O 1.7751 0.5924 -0.4859 0.09 -0.37 -0.05
C 1.8509 -0.2180 0.4339 -2.15 0.66 0.77
O 0.9608 -1.1826 0.6411 1.45 0.09 -0.01
C 0.0923 -1.6226 -0.4107 -0.29 -0.10 -0.37
C -1.3039 -1.1034 -0.1762 -0.27 -0.78 0.15
O -1.3012 0.3116 -0.1637 0.91 0.28 -0.46
C -2.5616 0.8715 0.1662 -0.88 0.41 0.24
Fe 0.0653 1.5544 -1.4111 0.24 -0.25 0.21
H 2.4645 -0.0564 1.3348 0.33 -0.36 -0.60
H 0.0779 -2.7167 -0.3563 0.04 0.26 -0.02
H 0.4820 -1.3296 -1.3942 0.01 0.00 0.23
H -1.6839 -1.4714 0.7908 0.11 0.16 -0.23
H -1.9632 -1.4885 -0.9719 0.14 0.14 0.18
H -2.4546 1.9624 0.1385 -0.07 -0.30 0.03
H -3.3274 0.5591 -0.5600 0.23 0.09 0.20
H -2.8587 0.5566 1.1770 0.10 0.10 -0.28

---

No. 5
16
Properties=species:S:1:pos:R:3:forces:R:3 method="wB97M-V/def2-TZVPD" relative_energy_kj_mol=356.24 largest_force_ha_per_bohr=0.1122 spin_multiplicity=6 charge=+1 homo_ev="-13.77 / -14.02" lumo_energy_ev="-3.9 / -6.3"
C 2.1304 0.6096 0.0413 2.52 4.71 -2.16
H 2.3163 0.6941 1.1205 -1.08 -1.00 -0.45
H 2.8307 1.3759 -0.3306 -0.31 0.80 0.44
H 2.4738 -0.0861 -0.7474 -1.61 -0.73 1.06
O 0.7291 1.8172 -0.3419 -0.07 -3.22 -1.12
C -0.0001 1.6259 -1.5757 2.19 1.44 1.39
H -0.7018 2.4742 -1.6937 0.27 -0.53 0.04
H 0.6924 1.4776 -2.4317 -0.65 -0.30 0.33
O -1.8767 -0.8598 0.8450 -0.51 -0.10 -0.64
C -1.2101 -1.6727 1.4728 0.63 0.46 1.55
C 0.2706 -1.7444 1.2838 -0.44 -0.87 -0.34
O 0.6532 -1.0145 0.1803 -1.68 -0.35 -0.61
Fe -0.7768 -0.0532 -0.6982 0.97 -0.54 1.06
H -1.6574 -2.2207 2.3209 -0.16 -0.06 -0.45
H 0.5281 -2.8205 1.1834 0.06 0.31 0.11
H 0.7304 -1.4072 2.2371 -0.13 -0.02 -0.21

---

No. 6
17
Properties=species:S:1:pos:R:3:forces:R:3 method="wB97M-V/def2-TZVPD" relative_energy_kj_mol=0.00 largest_force_ha_per_bohr=0.0992 spin_multiplicity=2 charge=+1 homo_ev="-10.90 / -10.89" lumo_energy_ev="-3.2 / -4.3"
C -0.8700 -1.2947 -0.3546 -1.74 2.69 0.44
C 0.5739 -1.2351 0.2511 -0.04 0.16 0.06
C 0.8349 0.1014 0.8510 0.55 -0.55 0.43
C 1.8794 0.9286 0.3046 -0.29 1.35 -1.17
O 1.7535 2.1466 0.0861 0.09 -0.93 0.68
O -1.0765 -2.3342 -1.1740 0.61 0.02 -0.26
Li -0.5052 -3.8202 -1.7936 -0.39 0.55 0.14
K -0.1469 4.2302 -0.4586 0.35 -0.19 0.01
H -1.2424 -0.0883 -0.6969 1.47 -3.35 -0.35
H -1.5632 -1.2796 0.5170 0.26 -0.56 0.12
H 1.3047 -1.4509 -0.5439 -0.20 0.21 0.12
H 0.6370 -2.0530 0.9843 0.00 0.22 -0.04
H 0.4341 0.4309 1.8135 -0.36 -0.11 -0.31
H 2.7909 0.4173 -0.0580 -0.12 0.05 0.06
O -1.4623 2.0405 -0.2202 2.23 -2.53 3.15
H -2.3981 1.9902 -0.0035 -0.15 -0.30 0.11
H -0.9436 1.2703 0.4957 -2.27 3.26 -3.20

---

No. 7
17
Properties=species:S:1:pos:R:3:forces:R:3 method="wB97M-V/def2-TZVPD" relative_energy_kj_mol=0.00 largest_force_ha_per_bohr=0.0294 spin_multiplicity=2 charge=+1 homo_ev="-11.10 / -11.09" lumo_energy_ev="-3.3 / -4.9"
C -0.7953 0.2819 -0.1084 -0.16 0.02 -0.58
C -0.5182 -0.7163 1.0860 0.14 0.08 0.48
C 0.8960 -1.0980 1.1224 -0.15 -0.37 0.32
C 1.4958 -1.9295 0.1386 -0.31 0.19 -0.05
O 2.7218 -2.1472 0.0764 0.34 0.17 0.13
O -2.1016 0.6221 -0.1818 -1.20 -0.17 -0.08
Tl -4.5096 0.2506 -0.6728 1.47 0.23 0.27
Li 4.1953 -1.1802 0.7153 -0.36 -0.25 -0.17
H -0.4264 -0.2228 -1.0290 -0.01 0.10 0.18
H -0.1277 1.1572 0.0537 -0.20 -0.15 -0.02
H -1.1687 -1.5911 0.9394 0.11 0.21 -0.10
H -0.8103 -0.1916 2.0070 0.01 -0.32 -0.26
H 1.5262 -0.7942 1.9645 -0.06 0.06 -0.35
H 0.8320 -2.3909 -0.6157 0.21 0.10 0.20
O 3.9744 0.4560 1.6062 -0.54 0.10 0.13
H 4.6654 0.9060 2.1013 -0.06 0.22 0.10
H 3.1194 0.8728 1.8407 0.77 -0.24 -0.20

---

No. 8
13
Properties=species:S:1:pos:R:3:forces:R:3 method="wB97M-V/def2-TZVPD" relative_energy_kj_mol=10.35 largest_force_ha_per_bohr=0.0306 spin_multiplicity=2 homo_ev="-8.73 / -9.37" lumo_energy_ev="1.1 / -0.8"
C 1.1489 -0.4567 -1.4487 -0.94 -0.91 0.40
C 0.3177 -0.0539 -0.2360 1.02 0.62 0.37
C 0.9923 0.2318 0.9995 -0.47 -0.34 -1.46
C -1.8287 0.2795 0.7135 0.96 -0.25 -1.02
N -0.9506 0.0643 -0.4524 -0.84 0.00 0.34
H 1.4689 -1.4924 -1.2965 0.18 0.04 -0.01
H 2.0253 0.1323 -1.6917 -0.08 0.33 0.09
H 0.4027 -0.4999 -2.2404 0.42 0.20 -0.39
H 0.4821 0.7611 1.7866 0.27 -0.13 0.27
H 2.0516 0.0289 0.9737 0.10 0.23 0.55
H -1.9157 1.3506 0.8817 -0.02 0.14 0.29
H -1.3821 -0.2464 1.5569 -0.54 0.16 0.38
H -2.8123 -0.0992 0.4538 -0.06 -0.10 0.18

---

No. 9
13
Properties=species:S:1:pos:R:3:forces:R:3 method="wB97M-V/def2-TZVPD" relative_energy_kj_mol=519.98 largest_force_ha_per_bohr=0.0247 charge=+1 homo_ev="-12.49 / -14.28" lumo_energy_ev="-6.1 / -3.7"
C -0.9029 -3.1663 0.5192 0.29 1.02 -0.19
C -0.1494 -0.2715 0.5169 -0.31 -0.70 0.53
C 0.7376 1.5712 -1.1948 0.15 -0.69 -0.74
C 0.2423 0.7392 -0.1322 0.36 0.65 -1.03
N 0.4793 2.3118 0.0479 -0.17 0.20 0.83
H -1.8985 -2.7760 0.6138 -0.23 -0.07 0.00
H -0.3081 -3.3263 1.3967 0.13 -0.12 0.20
H -0.5265 -3.4565 -0.4423 0.02 -0.15 -0.18
H -0.4855 -0.4929 1.4982 -0.15 -0.04 0.45
H 1.7797 1.4761 -1.4807 0.03 0.14 0.14
H 0.0923 1.8223 -2.0285 -0.10 0.07 0.09
H 1.2671 2.6396 0.6002 -0.01 -0.16 -0.06
H -0.3273 2.9292 0.0856 0.00 -0.16 -0.05

---

No. 10
13
Properties=species:S:1:pos:R:3:forces:R:3 method="wB97M-V/def2-TZVPD" relative_energy_kj_mol=240.77 largest_force_ha_per_bohr=0.0394 charge=+1 homo_ev=-15.99 lumo_energy_ev=-8.2
C -1.1408 -0.0026 1.0869 0.19 -1.84 -0.83
C -0.2306 -0.4495 -0.0561 -0.84 1.19 0.93
C -0.2875 -1.7072 -0.6461 -0.50 0.39 -0.92
C 1.0257 1.6156 -0.0180 0.91 -0.51 -1.49
N 0.6735 0.3254 -0.6152 0.20 0.00 0.76
H -0.8311 -0.5879 1.9571 0.16 0.70 0.38
H -1.1420 1.0707 1.1770 -0.03 0.08 0.43
H -2.1462 -0.3993 0.9047 0.02 0.41 -0.17
H 0.3445 -1.8807 -1.5063 0.29 -0.16 0.07
H -1.0422 -2.4500 -0.4012 0.25 -0.09 0.34
H 1.5290 1.4321 0.9386 -0.29 -0.17 0.18
H 1.7886 1.9656 -0.7082 0.03 0.47 0.22
H 0.2750 2.4021 0.0911 -0.42 -0.47 0.10